# 1
Computed, not measured: an isolated molecule of CH4N2OS in a non-equilibrium geometry, with ωB97M-V with the def2-TZVPD basis set.

Geometry (Å):
1 O -1.358 -1.211 -0.198
2 N -1.578 0.174 0.228
3 C -0.607 1.142 -0.051
4 N 0.651 1.061 -0.079
5 S 1.427 -0.434 0.000
6 H -0.973 -1.463 0.654
7 H -2.481 0.477 -0.045
8 H -1.014 2.156 -0.127
9 H 2.626 -0.022 0.353

Values from the calculation:
ΔE to the lowest compared entry with this formula, charge and spin, eV: 3.088
Total charge: 0
Kohn-Sham gap, eV: 9.4
E, Ha: -623.34571
E_LUMO, eV: 0.82
HOMO, hartree: -0.314
Strongest force on any atom, eV/A: 2.33
SMILES: ON/C=N\S

Atom charges from the Löwdin analysis, given in e for atoms 1 to 6:
1. O -0.09
2. N -0.04
3. C -0.35
4. N -0.37
5. S 0.74
6. H 0.06


# 2
Computed, not measured: a cluster of 2 separate species, C5H11P in total in a non-equilibrium geometry, with ωB97M-V with the def2-TZVPD basis set.

Geometry (Å):
1 C 1.716 0.055 0.027
2 C 1.714 1.453 0.424
3 C -1.079 -1.714 -0.191
4 C -1.491 0.954 0.122
5 C -1.046 -0.344 -0.528
6 P 2.542 -1.306 -0.029
7 H 2.760 2.006 0.511
8 H 1.191 2.061 -0.305
9 H 1.364 1.689 1.421
10 H -1.552 -2.217 -1.096
11 H -0.019 -2.083 -0.052
12 H -1.632 -2.003 0.854
13 H -0.811 1.692 -0.265
14 H -2.536 1.391 -0.247
15 H -1.489 0.831 1.175
16 H -0.868 -0.222 -1.608
17 H 1.238 -2.244 -0.212

Values from the calculation:
ΔE to the lowest compared entry with this formula, charge and spin, eV: 5.237
Total charge: 0
Kohn-Sham gap (alpha / beta), eV: 7.3 / 8.2
E, Ha: -538.23373
E_LUMO (alpha / beta), eV: 0.04 / 0.76
HOMO (alpha / beta), hartree: -0.267 / -0.275
Strongest force on any atom, eV/A: 3.69

Atom charges from the Löwdin analysis, given in e for atoms 1 to 6:
1. C -0.60
2. C -0.26
3. C -0.19
4. C -0.12
5. C -0.23
6. P 0.78


# 3
Computed, not measured: a structure of composition C22H27ClOOs in a non-equilibrium geometry, with ωB97M-V with the def2-TZVPD basis set.

Geometry (Å):
1 C -2.512 -0.863 0.135
2 C -2.158 -1.049 -1.242
3 C -1.665 0.189 -1.724
4 H -2.272 -1.945 -1.842
5 C -1.808 1.157 -0.699
6 C -2.319 0.518 0.452
7 H -2.569 1.035 1.369
8 H -3.025 -1.592 0.764
9 H -1.290 0.387 -2.707
10 H -1.521 2.196 -0.785
11 Os -0.601 -0.381 -0.112
12 Cl 0.258 -2.278 0.740
13 C 3.233 0.123 0.258
14 C 2.471 1.280 -0.082
15 C 1.560 0.936 -1.156
16 H 2.445 2.251 0.431
17 C 1.788 -0.441 -1.482
18 C 2.862 -0.921 -0.621
19 H 3.172 -1.972 -0.599
20 H 3.837 0.011 1.160
21 H 1.002 1.657 -1.772
22 H 1.401 -0.960 -2.371
23 C -1.684 4.625 2.883
24 C -0.763 3.451 2.527
25 C 0.628 3.971 2.132
26 C -0.673 2.400 3.626
27 C -1.107 2.625 4.922
28 C -0.865 1.694 5.929
29 C -0.185 0.515 5.641
30 C 0.234 0.223 4.354
31 C 1.006 -1.071 4.083
32 C 2.318 -1.129 4.882
33 C 0.151 -2.309 4.410
34 C -0.111 1.111 3.269
35 O 0.048 0.785 2.028
36 H -1.256 5.219 3.701
37 H -2.675 4.259 3.184
38 H -1.815 5.281 2.012
39 H -1.179 2.955 1.633
40 H 1.099 4.496 2.978
41 H 1.274 3.135 1.838
42 H 0.549 4.669 1.287
43 H -1.631 3.554 5.167
44 H -1.187 1.895 6.949
45 H 0.022 -0.204 6.441
46 H 1.232 -1.109 3.010
47 H 2.092 -1.139 5.956
48 H 2.896 -2.030 4.634
49 H 2.940 -0.250 4.664
50 H -0.770 -2.283 3.811
51 H 0.702 -3.227 4.163
52 H -0.119 -2.334 5.475

Values from the calculation:
2S+1: 5
<S²>: 6.075
Total charge: 0
Kohn-Sham gap (alpha / beta), eV: 5.6 / 5.4
E, Ha: -1480.38231
E_LUMO (alpha / beta), eV: 0.56 / -2.07
HOMO (alpha / beta), hartree: -0.186 / -0.273
Strongest force on any atom, eV/A: 8.85

Atom charges from the Löwdin analysis, given in e for atoms 1 to 6:
1. C -0.31
2. C -0.27
3. C -0.31
4. H 0.12
5. C -0.28
6. C -0.29


# 4
Computed, not measured: a cluster of 2 separate species, C2H7NO4S in total in a non-equilibrium geometry, with ωB97M-V with the def2-TZVPD basis set.

Geometry (Å):
1 C -0.643 0.563 0.044
2 C -1.285 -1.429 1.928
3 N 1.110 1.407 -2.117
4 O 1.458 -0.472 1.522
5 O -0.620 -1.795 0.845
6 O 0.931 -1.289 -0.775
7 O -1.394 -0.384 2.485
8 S 0.552 -0.685 0.437
9 H -0.091 1.175 -0.762
10 H -1.555 0.000 -0.328
11 H -1.595 -2.354 2.315
12 H 0.833 1.591 -2.976
13 H 1.302 0.461 -1.918
14 H 1.770 2.040 -1.716
15 H -0.772 1.171 1.018

Values from the calculation:
2S+1: 3
<S²>: 2.006
ΔE to the lowest compared entry with this formula, charge and spin, eV: 1.080
Total charge: 0
Kohn-Sham gap (alpha / beta), eV: 6.7 / 6.5
E, Ha: -834.05874
E_LUMO (alpha / beta), eV: 0.70 / -3.56
HOMO (alpha / beta), hartree: -0.219 / -0.372
Strongest force on any atom, eV/A: 8.82

Atom charges from the Löwdin analysis, given in e for atoms 1 to 6:
1. C -0.13
2. C -0.50
3. N 0.07
4. O -0.24
5. O -0.17
6. O -0.27